{"formula": "C6H28N12O8", "method": "ωB97M-V/def2-TZVPD", "homo_energy_ev": [-11.39, -11.35], "charge": 1, "e_tot_ha": -1504.2166, "lumo_ev": [-2.74, -8.83], "spin_multiplicity": 2, "homo_lumo_gap_ev": [8.65, 2.52], "species": ["O", "H", "H", "O", "H", "H", "C", "O", "N", "N", "H", "H", "H", "H", "C", "O", "N", "N", "H", "H", "H", "H", "C", "O", "N", "N", "H", "H", "H", "H", "C", "O", "N", "N", "H", "H", "H", "H", "C", "O", "N", "N", "H", "H", "H", "H", "C", "O", "N", "N", "H", "H", "H", "H"], "positions_angstrom": [[12.0465, -12.4082, -17.3867], [12.6833, -13.1112, -17.5151], [12.5112, -11.7563, -16.8620], [10.2194, -14.1186, -17.9906], [10.7741, -14.8394, -18.2890], [10.8343, -13.4629, -17.6617], [14.0529, -10.8934, -21.0479], [13.6885, -10.4429, -22.1383], [13.5671, -12.0082, -20.4845], [14.9281, -10.3081, -20.2417], [13.8434, -12.3001, -19.5579], [12.9881, -12.5947, -21.0685], [15.3388, -9.4349, -20.5401], [14.9819, -10.5841, -19.2717], [9.9950, -9.8385, -19.8903], [10.5454, -9.1876, -19.0124], [9.7843, -11.1213, -20.0161], [9.4113, -9.3157, -20.9007], [9.3745, -11.5025, -20.8568], [10.2233, -11.7084, -19.3213], [9.4026, -8.3221, -21.0819], [9.0170, -9.9646, -21.5666], [14.5236, -15.3165, -18.3380], [13.7740, -14.5258, -17.7096], [15.8109, -15.2490, -18.5281], [13.9411, -16.2369, -19.0350], [16.2811, -16.0659, -18.8910], [16.2930, -14.5537, -17.9767], [12.9392, -16.3191, -18.9376], [14.4534, -16.8997, -19.5993], [14.8634, -9.6986, -14.0886], [14.0045, -10.2717, -14.7629], [14.8564, -9.7733, -12.7789], [15.7225, -8.9196, -14.5983], [14.1578, -10.3701, -12.3594], [15.5259, -9.1497, -12.3512], [16.4252, -8.5541, -13.9717], [15.6136, -8.4399, -15.4804], [8.3173, -11.7455, -15.7235], [8.1783, -12.7428, -15.0538], [7.4220, -10.7563, -15.8096], [9.4365, -11.4071, -16.3377], [7.5218, -10.0048, -16.4770], [6.8799, -10.6624, -14.9627], [10.1659, -12.0055, -15.9771], [9.6784, -10.5417, -16.7988], [12.7208, -16.2361, -15.0265], [12.4827, -16.4444, -13.8442], [12.2221, -15.1518, -15.5647], [13.4644, -16.9604, -15.8487], [11.7934, -14.5734, -14.8563], [12.2223, -14.8610, -16.5319], [13.2608, -16.9746, -16.8379], [13.9931, -17.6584, -15.3454]], "forces_ev_per_a": [[-0.44, 0.97, 0.24], [0.92, -0.71, -0.15], [0.34, 0.42, 0.30], [-0.83, -0.30, -0.28], [-0.08, -0.24, -0.10], [0.22, 0.28, 0.08], [-1.23, 0.83, -1.64], [0.52, -0.70, 0.82], [-1.13, -1.77, -0.02], [1.82, 1.55, 1.02], [-0.16, -0.18, -0.44], [0.10, 0.09, 0.39], [-0.19, -0.17, 0.22], [0.21, 0.30, -0.32], [0.63, 1.40, 1.09], [0.36, -0.70, 1.41], [0.80, -4.60, 2.40], [-2.28, 3.59, -4.38], [0.39, -0.33, 0.64], [-0.03, -0.53, -0.52], [0.09, -0.30, 0.00], [-0.05, 1.12, -0.27], [-2.40, 2.51, 0.69], [1.45, 0.21, -0.26], [2.44, 0.89, 0.82], [-2.02, -3.34, -1.77], [0.30, 0.46, 0.20], [0.35, -0.35, -0.17], [0.32, -0.15, -0.33], [-0.37, 0.05, 0.06], [-4.85, -2.68, -0.77], [-0.53, -0.57, -0.60], [0.67, -0.10, 1.96], [4.79, 3.81, -1.87], [0.53, 0.33, 0.36], [-0.69, -0.60, 1.09], [0.04, 0.27, -0.50], [-0.13, -0.56, 0.16], [-3.13, -1.68, 1.58], [0.73, 0.26, -0.32], [-0.96, 1.24, 0.19], [3.21, -0.45, -0.69], [-0.24, 0.18, 0.22], [-0.63, 0.30, -0.29], [1.17, -0.22, -0.49], [0.11, 0.52, -0.61], [-0.93, 0.26, 1.77], [0.93, -0.82, 0.32], [-2.08, 3.12, -0.71], [1.53, -1.83, -0.41], [-0.30, -0.02, -0.48], [0.47, -0.34, 0.62], [0.45, -0.30, 0.49], [-0.20, -0.44, -0.77]]}